1.
Below is a cluster of 11 separate species, C27H56Cl20N in total in a non-equilibrium geometry, with properties calculated with the ωB97M-V functional and the def2-TZVPD basis.

Each line ends with the Mulliken charge.
CARTESIAN COORDINATES (ANGSTROEM)
H (-0.375, 2.423, -3.490)  -0.7357
H (-1.452, -5.326, 6.255)  0.3630
H (-1.718, -2.479, -3.896)  -0.0872
C (1.458, 2.970, 0.731)  -0.8118
C (2.044, -2.381, -1.406)  -0.8725
H (10.384, 1.483, 2.937)  0.3361
Cl (1.484, -3.496, 7.510)  -0.1539
Cl (0.178, 1.170, -5.388)  -0.2707
H (1.310, -0.373, -1.119)  -0.1580
H (-2.253, -0.273, 0.646)  0.2284
C (6.997, -2.294, 4.941)  -0.2558
Cl (-1.781, -3.054, 6.740)  -0.1882
H (-4.335, 3.757, -3.882)  0.1586
Cl (9.786, 0.219, 4.832)  -0.1785
H (-0.313, -1.574, 0.305)  -0.8502
Cl (3.169, 1.365, -3.709)  -0.2112
H (-3.889, 4.511, -6.254)  0.3016
H (1.893, -1.740, 0.615)  -0.1069
H (-2.319, -4.671, -1.170)  0.4641
H (-1.606, -4.185, -5.620)  0.3394
H (-6.970, 6.345, -5.086)  0.2936
C (-1.803, -0.227, -0.355)  -1.2724
H (7.916, -2.709, 5.351)  0.3582
C (-0.987, -1.524, -0.564)  1.7316
Cl (-2.144, 3.977, -3.053)  -0.1739
H (-2.413, -2.807, 0.542)  0.3715
H (1.800, 2.886, -2.560)  -0.0353
H (8.098, 2.444, 2.428)  0.3568
H (1.986, 1.709, 2.372)  0.3430
C (-2.480, -3.538, -5.599)  -0.4507
Cl (-0.079, 2.648, 2.969)  -0.2108
C (1.750, 2.443, -3.552)  -0.1826
Cl (-7.310, 4.066, -4.659)  -0.1727
H (3.429, -2.452, 5.066)  0.2349
C (8.227, 1.547, 3.031)  -0.3813
Cl (5.203, -0.218, 5.035)  -0.1670
H (-0.915, -3.906, -1.884)  0.1658
H (-1.110, 0.612, -0.387)  -0.1983
C (1.095, 1.976, 1.806)  0.5847
H (-6.438, 5.343, -6.437)  0.2437
C (0.232, -4.759, 7.441)  -0.4465
H (-2.350, -2.752, -6.337)  0.3414
H (1.861, 3.233, -4.292)  0.4101
C (2.085, -2.676, 0.102)  -0.4082
C (-4.802, 1.820, 0.903)  -0.4936
C (1.073, -1.245, -1.778)  -0.3248
Cl (5.784, -3.604, 4.955)  -0.1661
C (-0.779, -4.477, 6.358)  -0.3613
Cl (0.641, -1.062, 3.100)  -0.0850
H (-4.480, 0.784, 1.013)  0.2013
C (-6.219, 1.854, 0.392)  -0.4518
H (7.176, -2.014, 3.906)  0.1144
H (1.379, -0.940, -2.786)  0.3654
H (-6.282, 1.458, -0.618)  0.3207
H (0.966, -1.906, 5.277)  0.0339
H (-2.884, -3.741, -3.491)  0.1549
N (-0.326, -1.562, -1.839)  -0.0151
H (0.342, 0.861, -3.053)  -0.6567
H (-0.293, -4.298, 5.401)  0.1644
C (6.574, -1.103, 5.764)  -0.3964
C (-3.349, 3.738, -4.341)  -0.3646
C (-7.237, 5.498, -5.716)  -0.3571
H (-8.499, 6.718, -6.929)  0.3248
Cl (2.266, -3.983, 3.736)  -0.1935
H (-4.714, 2.315, 1.867)  0.3538
H (3.006, -3.142, 0.442)  0.4317
H (-3.178, 2.745, -4.755)  0.3064
Cl (-3.688, 6.403, -4.874)  -0.2059
H (-0.814, -4.484, -0.232)  0.2822
Cl (-3.927, -1.735, -4.148)  -0.2085
C (-2.008, -2.685, -0.465)  -0.7544
C (-1.473, -4.012, -0.960)  -1.3879
C (-8.552, 5.768, -6.400)  -0.4665
C (2.785, -2.342, 4.202)  -0.5154
H (3.052, -2.066, -1.706)  0.4135
H (9.726, 2.487, 4.234)  0.2951
H (1.986, -0.506, 4.940)  0.2575
H (-2.574, -0.159, -1.116)  0.5523
H (1.777, 3.921, 1.151)  0.4794
H (6.287, -1.394, 6.772)  0.3853
Cl (8.020, 0.150, 1.946)  -0.1778
Cl (-3.663, 2.589, -0.218)  -0.0351
H (-0.235, -4.824, 8.420)  0.3547
H (7.434, 1.509, 3.775)  0.2051
H (1.800, -3.276, -1.971)  0.3234
Cl (-8.953, 4.522, -7.611)  -0.1944
C (1.618, -1.450, 4.539)  -0.2980
H (1.247, -3.323, 0.344)  -0.0327
H (7.397, -0.397, 5.826)  0.1372
Cl (-6.899, 3.506, 0.375)  -0.2154
H (0.738, -5.700, 7.231)  0.2758
H (-2.207, 4.825, -5.811)  0.3695
H (-6.858, 1.257, 1.041)  0.3348
Cl (0.091, 3.279, -0.366)  -0.0613
H (2.267, 2.565, 0.124)  0.3144
Cl (-3.876, -4.537, -6.112)  -0.2374
H (-9.368, 5.813, -5.684)  0.3255
C (-3.224, 4.769, -5.431)  -0.4535
H (3.372, -1.936, 3.382)  0.4789
H (0.668, 1.070, 1.382)  -0.6561
C (9.591, 1.562, 3.676)  -0.4424
H (-2.837, -2.359, -1.096)  0.3090
C (0.433, 1.727, -3.708)  1.5847
C (-2.645, -2.969, -4.217)  0.1120

Values from the calculation:
**Maximum force**: 0.0209 Eh/bohr
**Relative energy (zero: lowest compared OMol25 entry of this formula, charge and spin)**: 0.00 kJ/mol
**Highest occupied orbital energy**: -2.1 eV
**Multiplicity**: 1
**Frontier orbital gap**: 3.66 eV
**Charge**: -1

---

2.
Below is a cluster of 8 separate species, C27H56F3NO19 in total in a non-equilibrium geometry, with properties calculated with the ωB97M-V functional and the def2-TZVPD basis.

Each line ends with the Mulliken charge.
CARTESIAN COORDINATES (ANGSTROEM)
O (0.850, 4.151, 2.247)  -0.2857
C (-0.370, 3.927, 1.590)  0.2205
O (-4.011, -2.785, 0.241)  -0.3647
F (-1.962, -2.779, -0.988)  -0.3188
C (-4.660, 1.338, -6.796)  -0.6464
H (0.770, 0.040, 5.272)  0.3645
H (2.312, -1.337, 1.682)  -0.2055
C (2.598, -3.210, 4.327)  -1.0036
H (2.440, 1.038, 4.035)  0.1220
H (-4.790, 0.687, -5.881)  0.2389
H (0.180, 2.901, -0.276)  -0.1943
H (3.760, -5.052, 1.019)  0.3154
C (-0.206, 1.068, -3.184)  0.4641
H (5.178, 0.778, 0.484)  0.3810
N (1.480, -0.755, 1.537)  2.3423
H (-0.982, 1.732, 3.838)  0.3840
C (-6.062, 0.490, 0.055)  0.7207
H (-1.142, 4.861, 1.803)  0.2649
H (-3.141, 1.990, 0.033)  -0.2654
O (2.228, -1.826, -0.913)  -0.1013
H (2.879, -4.060, 0.030)  0.1114
F (-4.440, 1.649, -2.133)  -0.1891
C (3.520, -3.955, 0.848)  -0.7903
H (2.266, -0.676, -2.595)  0.2349
C (-3.848, -3.381, 1.432)  0.5913
C (-1.884, -2.277, 1.282)  1.3845
C (-4.248, 1.829, 0.175)  0.1139
H (2.686, 2.042, 1.759)  -0.0517
O (-0.408, -0.454, 3.735)  -0.1201
H (3.540, -1.645, -2.506)  0.2254
C (-0.850, -0.190, -3.878)  -0.6480
H (2.039, 2.710, -2.404)  0.3370
O (-4.825, -4.020, 1.923)  -0.6869
H (4.365, -3.942, 3.345)  0.4697
C (0.051, 3.992, 0.072)  0.9172
H (-5.209, 1.080, -7.519)  0.3797
H (0.363, -1.639, -1.574)  0.0589
H (-2.160, 0.827, 4.142)  0.8070
C (0.713, -2.103, 5.063)  -0.6357
C (4.165, 1.265, 0.404)  -1.1115
C (0.058, -0.701, 5.161)  -0.9031
O (2.865, 4.783, 1.836)  -0.6643
H (3.946, -2.106, 2.983)  -0.0497
C (1.697, 4.600, 1.417)  0.6467
C (2.864, -1.072, -1.900)  -0.3111
H (4.195, 2.021, -0.291)  0.4626
H (0.542, -1.412, 1.838)  -0.3496
C (-2.772, -0.105, -6.855)  -1.0344
O (3.389, 0.473, -0.181)  0.0741
O (-2.813, -3.177, 2.025)  -0.3920
C (-5.121, 2.054, -1.107)  0.2867
O (3.660, 0.451, 2.607)  -0.3931
H (-1.187, 0.662, -0.694)  -0.5116
C (-1.338, 0.740, 3.672)  -1.1504
H (-2.864, -1.062, -0.250)  -0.2996
H (1.225, -3.293, -2.155)  0.3852
H (0.332, 0.713, -2.207)  -0.4811
H (2.146, -4.132, 4.475)  0.4441
H (-0.109, -0.934, -4.182)  0.3566
H (-3.298, -0.531, -4.807)  0.5358
H (-5.080, 2.395, -6.598)  0.2161
H (1.330, -0.736, 0.640)  -0.6892
F (-0.899, 4.711, -0.721)  -0.3360
H (-1.692, -0.543, -3.169)  0.2162
H (1.108, -2.356, 5.999)  0.5431
H (0.793, 3.426, -3.161)  0.5258
O (1.735, -2.087, 4.266)  0.0520
C (1.026, -2.425, -1.407)  -0.4745
H (-0.950, -2.754, 1.325)  -0.2819
C (3.538, -3.223, 3.098)  -0.0928
C (3.723, 1.587, 1.796)  0.0479
H (4.363, -3.279, 0.704)  0.3876
H (3.850, 0.883, -2.213)  0.2812
O (-4.898, 0.587, 0.572)  -0.3450
H (3.945, 0.056, 4.440)  0.2180
H (4.390, 2.440, 2.194)  0.4683
O (-1.513, 0.323, -5.004)  -0.2226
C (-2.620, -2.129, 0.007)  1.4225
H (4.030, 1.774, 4.028)  0.4997
H (-0.742, 2.923, 1.912)  -0.3366
C (-2.441, -0.351, -5.378)  -0.5048
H (-0.054, -2.901, 4.835)  0.2756
H (3.207, -2.998, 5.271)  0.3825
H (-2.015, -0.163, -7.448)  0.4978
H (-5.459, 3.079, -1.260)  0.2717
H (-3.539, -0.770, -7.311)  0.4495
H (-1.468, 0.588, 2.551)  -0.0659
O (0.795, 1.512, -3.913)  -0.5051
H (-0.859, 1.925, -2.947)  0.6214
C (1.465, 2.640, -3.300)  -1.1904
H (-4.336, 2.445, 1.039)  0.2978
C (3.486, 0.850, 3.976)  -0.7760
O (-0.668, 0.746, 0.216)  0.1482
O (1.367, 4.589, 0.172)  -0.3295
H (4.920, -0.276, -1.354)  0.4067
O (-3.277, 1.141, -7.171)  -0.4435
H (0.543, -2.970, -0.491)  0.0045
O (2.746, -3.526, 1.986)  -0.2265
H (1.389, -0.064, 2.236)  -0.1112
O (-6.878, -0.352, 0.418)  -0.6205
C (3.755, -0.064, -1.341)  -0.9165
H (-2.196, -1.435, -5.363)  0.3479
H (-0.564, -0.634, 6.039)  0.4669
O (-6.268, 1.335, -0.863)  -0.2968
H (-1.622, -1.367, 1.739)  -1.2025
H (1.933, 3.127, -4.124)  0.4369

Values from the calculation:
**Maximum force**: 0.2351 Eh/bohr
**Relative energy (zero: lowest compared OMol25 entry of this formula, charge and spin)**: 110.27 kJ/mol
**Highest occupied orbital energy**: -8.3 eV
**Multiplicity**: 1
**Frontier orbital gap**: 8.56 eV
**Charge**: 0

---

- What is the charge in the first record?
  -1